Molecular formula: C4H6O2
Method: DFT, wB97M-V/def2-TZVPD

Each line ends with the Mulliken charge.
CARTESIAN COORDINATES (ANGSTROEM)
H1 1.74 -1.91 -0.17  0.358
H2 0.15 -0.63 1.27  0.320
C1 -0.59 0.65 -0.31  0.535
C2 0.99 -1.26 -0.64  -1.155
O1 -1.02 1.73 1.70  -0.414
H3 1.42 -0.80 -1.53  0.285
C3 -1.54 1.33 0.68  -0.117
H4 1.38 0.45 0.64  0.272
O2 -0.59 0.96 -1.48  -0.505
H5 0.14 -1.87 -0.95  0.323
C4 0.53 -0.19 0.34  -0.248
H6 -2.62 1.52 0.45  0.348

Charge ... 0
F_max ... 1.260 eV/A
ΔE to the lowest compared entry with this formula, charge and spin ... 26.7 kcal/mol
Calculated total energy ... -306.463674 a.u.

Molecular formula: C43H109N7O18Sr2
Method: DFT, wB97M-V/def2-TZVPD

Each line ends with the Mulliken charge.
CARTESIAN COORDINATES (ANGSTROEM)
H1 4.03 -1.24 1.48  0.453
H2 -3.66 1.55 3.55  -0.230
H3 0.32 4.45 -5.46  0.576
C1 -0.10 -0.32 4.92  -0.685
C2 -3.82 1.59 0.73  -1.891
H4 -7.77 -2.45 -2.83  0.469
O1 0.53 0.41 3.92  -0.136
H5 0.85 -2.14 -5.55  0.676
H6 2.26 -3.97 -2.22  0.022
C3 3.20 -4.38 -1.87  -1.663
N1 -1.25 -0.72 -4.18  -0.147
N2 -1.47 5.29 1.11  -0.418
H7 7.96 -5.91 3.63  0.375
C4 2.53 5.52 -0.18  -1.177
H8 3.53 -0.14 -5.33  0.217
O2 -0.02 -0.33 -0.67  -0.067
C5 6.58 -3.88 3.43  -0.924
C6 -3.60 3.88 0.89  -0.618
H9 -1.87 3.85 5.60  0.601
H10 3.74 3.42 -3.34  0.388
H11 -8.92 -2.01 -6.49  0.273
H12 3.92 -3.35 -0.21  -0.375
H13 -8.22 -0.42 -6.03  0.283
C7 -0.35 -1.85 -3.83  -0.564
H14 -2.31 -0.94 -2.32  -0.064
O3 -0.55 0.52 1.34  -1.204
H15 3.32 -0.40 -0.39  0.068
H16 3.54 4.63 2.77  0.488
H17 0.45 4.64 -3.15  -0.177
C8 0.55 -6.03 1.06  -0.565
H18 -2.16 -4.03 1.06  0.397
H19 0.38 6.98 0.18  0.599
H20 -8.97 -1.31 -4.79  0.306
H21 -4.79 -1.61 2.76  0.226
H22 6.94 -7.22 3.26  0.401
H23 -1.54 -0.95 -5.12  0.457
C9 1.01 -1.80 -4.53  -1.201
C10 -7.23 -1.53 -3.03  -0.874
H24 0.23 0.16 3.05  0.245
H25 6.43 -3.78 4.51  0.358
H26 -1.34 4.73 -1.02  -0.313
H27 6.75 -5.50 5.70  0.361
H28 -3.20 0.49 -4.77  0.188
H29 1.74 3.32 -5.48  0.532
H30 -3.73 2.88 4.66  0.439
H31 -3.36 0.67 1.08  0.556
C11 -8.40 -1.44 -5.71  -0.677
H32 -0.27 -6.45 0.47  0.315
H33 2.48 -1.45 -1.48  -0.114
O4 -0.01 2.48 -4.89  0.944
C12 -1.20 5.59 -0.37  -0.078
H34 -5.31 0.04 2.85  0.055
C13 5.87 -2.74 2.58  -0.606
N3 -6.46 -1.18 -1.80  0.010
H35 2.62 -1.24 -6.29  0.472
H36 3.86 1.72 -1.44  0.434
C14 3.57 1.51 -2.47  -1.382
C15 6.91 -6.20 3.65  -0.908
H37 3.90 -0.84 3.12  0.657
H38 4.23 -6.21 -0.06  0.343
O5 -0.13 1.75 -0.35  0.008
H39 1.38 6.03 2.65  0.428
O6 -2.46 1.56 -3.10  0.820
C16 1.41 5.17 3.33  -1.105
H40 -6.13 -0.23 -1.79  0.042
C17 4.70 -7.02 6.51  -0.813
O7 2.11 3.22 2.09  0.845
N4 0.14 4.57 3.64  -0.225
H41 2.68 -1.79 2.46  0.366
H42 -1.75 -2.40 1.66  0.125
C18 -2.09 -2.97 0.79  -0.097
N5 1.72 3.12 -2.78  1.637
H43 -4.52 3.79 1.47  0.459
H44 7.66 -3.80 3.36  0.459
H45 4.05 -4.00 -2.43  0.338
H46 2.67 1.34 2.81  0.351
H47 5.18 -5.37 3.31  0.301
C19 2.32 -4.53 0.59  -0.029
C20 -3.29 0.52 -3.68  -0.700
H48 -4.32 0.37 -3.36  0.267
H49 -1.12 6.05 1.67  0.259
H50 5.07 -7.98 6.85  0.303
H51 1.68 3.43 -1.82  -0.754
H52 6.04 -2.91 1.52  0.292
C21 2.62 4.11 3.03  -1.152
H53 4.95 -6.24 7.22  0.318
C22 0.82 3.61 -4.98  -1.535
O8 -1.24 -2.83 -0.33  -0.451
H54 2.65 6.15 0.70  0.376
H55 -5.70 -0.36 0.48  -0.570
C23 2.52 -0.37 -5.65  -0.845
C24 1.31 4.18 -3.64  -0.565
O9 2.65 0.43 -2.17  0.606
C25 3.02 2.61 -3.23  -0.475
H56 -1.05 3.08 -6.52  0.329
C26 3.46 -4.32 -0.37  1.569
C27 -2.84 2.89 -3.19  -0.517
H57 -3.84 3.94 -0.17  0.353
H58 2.07 4.96 -3.64  0.491
H59 0.57 -0.84 5.61  0.307
H60 0.68 4.14 5.62  0.570
H61 -2.05 3.63 -3.30  -0.015
H62 -7.59 -2.47 -0.63  0.478
C28 -3.17 1.98 4.42  -0.610
O10 -7.38 -2.28 -5.29  -0.452
H63 -3.55 6.00 1.10  0.502
H64 -3.10 5.21 2.53  0.357
H65 4.86 -5.13 0.95  0.064
H66 -3.20 -1.60 -3.60  0.332
O11 -3.05 2.74 1.19  1.241
H67 2.19 0.54 -6.17  0.081
H68 2.85 3.68 4.01  0.522
H69 -3.36 3.18 -2.28  -0.144
C29 3.22 -0.65 -1.45  -0.973
C30 -6.14 -1.35 0.55  0.666
H70 -3.99 1.43 -0.34  0.277
H71 -5.35 -2.10 0.44  0.053
H72 2.41 -4.38 1.66  0.649
H73 2.94 2.21 -4.24  0.077
H74 3.62 -7.13 6.65  0.272
H75 3.19 4.66 -0.26  0.094
H76 -3.58 3.18 -3.94  0.429
H77 -6.08 -1.23 3.86  0.377
H78 4.45 1.15 -2.98  0.488
H79 0.30 6.45 -1.47  0.485
H80 -0.84 -1.96 -0.33  0.076
C31 6.51 -6.39 5.12  -0.578
H81 -6.32 -0.58 -4.80  0.301
H82 0.73 -6.58 1.98  0.324
O12 1.62 -0.51 -4.51  0.414
H83 3.98 2.25 1.96  0.516
C32 -2.93 5.17 1.45  -1.605
H84 0.80 2.73 4.62  0.098
H85 2.80 1.67 0.97  -0.303
C33 -0.21 0.60 0.18  0.697
O13 1.17 5.00 -0.31  0.684
C34 -6.47 -1.59 -4.40  -0.113
C35 -2.49 -0.80 -3.39  -0.667
O14 -6.58 -1.30 1.89  -0.480
H86 -8.03 -0.80 -3.17  0.390
O15 1.73 -5.83 0.33  -0.423
H87 -0.82 0.27 5.49  0.033
H88 0.15 -5.05 1.29  0.057
Sr1 0.19 0.97 -2.79  0.210
H89 1.73 5.69 4.23  0.613
O16 -1.88 2.47 4.01  0.243
H90 -0.98 2.42 5.95  0.451
C36 0.19 3.62 4.80  -0.497
H91 1.76 -2.46 -4.09  0.356
H92 7.09 -7.20 5.57  0.493
H93 -3.06 1.09 5.05  0.273
C37 -7.17 -1.46 -0.57  -0.803
H94 -0.71 -1.06 4.40  0.257
H95 -0.71 -2.88 -3.88  0.633
H96 -1.77 6.49 -0.60  0.603
H97 3.08 -5.43 -2.16  0.525
H98 1.63 -3.72 0.38  -0.356
H99 0.30 1.92 -6.84  0.362
H100 -5.46 -1.99 -4.37  0.116
N6 6.10 -5.22 2.95  -0.273
H101 -7.98 -0.75 -0.45  0.352
C38 -0.52 2.19 -6.18  -1.118
N7 4.47 -5.23 0.02  -0.629
H102 -0.48 5.31 3.93  0.220
O17 4.47 -2.85 2.73  -0.243
H103 -4.81 1.68 1.17  0.642
H104 6.23 -1.79 2.96  0.444
H105 -1.13 1.30 -6.03  0.108
C39 -1.19 3.13 5.15  -1.274
H106 -3.10 -2.68 0.50  -0.171
O18 5.11 -6.76 5.19  -0.274
H107 -0.05 -1.79 -2.78  -0.067
C40 0.23 6.09 -0.44  -1.470
C41 3.76 -1.68 2.44  -1.258
H108 2.65 6.10 -1.09  0.534
C42 -5.67 -0.99 2.88  -0.450
H109 4.18 -0.92 -1.88  0.518
C43 2.92 2.03 1.99  -0.972
Sr2 -0.60 2.93 1.81  0.721

Charge ... +2
F_max ... 5.977 eV/A
Calculated total energy ... -3502.205060 a.u.

Molecular formula: C3H6O3S
Method: DFT, wB97M-V/def2-TZVPD

Each line ends with the Mulliken charge.
CARTESIAN COORDINATES (ANGSTROEM)
H1 2.11 -1.14 -0.43  0.312
S1 1.77 -0.07 -2.62  -0.181
C1 1.30 -1.03 -1.13  -0.485
C2 -0.33 -0.84 0.95  0.310
O1 -0.01 -2.00 1.39  -0.717
H2 -1.45 1.62 1.51  0.481
H3 0.92 -1.97 -1.50  0.330
O2 -1.21 0.00 1.56  -0.803
H4 -0.73 -0.22 -0.87  0.303
H5 0.56 0.70 -0.16  0.279
O3 -1.64 2.67 1.32  -0.741
C3 0.18 -0.32 -0.34  -0.360
H6 -1.48 2.59 0.30  0.271

Charge ... -1
Spin multiplicity ... 2
F_max ... 5.344 eV/A
ΔE to the lowest compared entry with this formula, charge and spin ... 15.3 kcal/mol
Calculated total energy ... -741.832100 a.u.

Molecular formula: C2H2NO3
Method: DFT, wB97M-V/def2-TZVPD

Each line ends with the Mulliken charge.
CARTESIAN COORDINATES (ANGSTROEM)
O1 -1.76 0.74 0.83  -0.346
O2 -2.38 -0.57 -0.97  -0.406
N1 2.44 1.79 0.00  -0.574
C1 -1.93 0.11 -0.13  0.728
H1 0.07 -1.36 -0.65  0.189
O3 0.52 -1.41 0.16  -0.989
C2 1.76 0.93 0.35  0.084
H2 1.26 -0.21 0.42  0.314

Charge ... -1
F_max ... 2.258 eV/A
ΔE to the lowest compared entry with this formula, charge and spin ... 44.5 kcal/mol
Calculated total energy ... -357.928246 a.u.

Molecular formula: C4H7NO
Method: DFT, wB97M-V/def2-TZVPD

Each line ends with the Mulliken charge.
CARTESIAN COORDINATES (ANGSTROEM)
H1 -0.95 2.32 -1.08  0.266
C1 -0.85 1.34 -0.64  -0.338
C2 -1.77 0.40 -0.83  -0.106
C3 1.39 -1.48 0.32  -0.227
N1 -1.53 -1.96 0.21  -0.428
H2 -2.66 0.58 -1.44  0.304
O1 1.84 -0.55 -0.31  -0.411
H3 0.05 1.14 -0.05  0.003
H4 1.29 -2.49 -0.11  0.309
H5 1.05 -1.37 1.37  0.310
H6 1.98 1.30 1.15  -0.248
H7 1.79 1.84 1.63  0.228
C4 -1.65 -0.91 -0.26  0.338

Charge ... 0
F_max ... 1.044 eV/A
ΔE to the lowest compared entry with this formula, charge and spin ... 77.7 kcal/mol
Calculated total energy ... -286.507837 a.u.

Molecular formula: C47H35N4O6S
Method: DFT, wB97M-V/def2-TZVPD

Each line ends with the Mulliken charge.
CARTESIAN COORDINATES (ANGSTROEM)
C1 0.83 -4.73 -3.25  0.343
C2 2.26 -3.85 0.71  -0.809
C3 1.74 -5.48 -0.98  0.453
H1 1.04 5.89 0.39  0.391
H2 -3.89 -0.81 -2.96  0.483
H3 -11.61 0.85 -1.72  0.409
C4 8.34 4.55 5.17  -0.576
C5 7.73 5.04 7.45  -0.488
H4 0.68 4.24 0.95  0.373
O1 -5.57 0.85 -2.22  -0.764
N1 -0.48 4.93 -0.64  -0.159
H5 0.67 1.68 -0.25  0.156
H6 2.85 -6.99 1.83  0.403
H7 2.05 -7.53 -0.45  0.487
C6 -10.55 0.66 -1.85  -0.502
O2 4.49 2.42 7.02  -0.651
C7 5.86 2.04 3.71  0.295
C8 -1.40 3.98 -0.54  0.518
O3 1.44 -1.88 -1.11  -0.651
C9 -7.84 0.19 -2.19  0.347
C10 1.63 1.58 -0.75  -0.703
C11 0.79 4.87 0.08  -0.677
H8 -7.13 -4.50 -3.44  0.492
C12 -10.11 -0.60 -2.21  -0.608
C13 -2.42 2.25 0.08  -0.173
H9 -10.82 -1.41 -2.36  0.492
C14 -0.07 -4.02 -5.36  -0.515
C15 8.58 5.22 6.36  -0.483
H10 -0.61 5.69 -1.28  0.203
H11 -4.02 2.36 -1.25  0.328
H12 7.91 5.57 8.37  0.407
H13 -4.72 -4.91 -3.85  0.429
C16 5.63 1.35 2.52  -0.845
H14 -0.43 -4.26 -6.35  0.437
H15 9.43 5.88 6.45  0.408
C17 7.25 3.70 5.07  0.206
C18 4.00 0.91 4.73  -0.824
C19 0.42 -2.39 -3.66  -0.494
C20 6.64 4.19 7.35  -0.573
C21 -6.38 -0.04 -2.40  0.636
H16 2.32 -2.82 1.02  0.708
C22 -8.31 -2.22 -2.75  0.521
O4 -9.11 -3.13 -2.87  -0.634
H17 -9.98 2.67 -1.38  0.407
C23 7.01 3.00 3.77  0.567
C24 -0.05 -2.70 -4.93  -0.671
C25 -4.59 -1.62 -3.07  -0.825
H18 -2.83 4.48 -2.04  0.183
C26 5.24 2.58 6.09  0.600
H19 -2.68 1.33 0.59  0.479
C27 3.78 0.22 3.55  -0.403
H20 0.45 -1.36 -3.31  0.569
C28 -8.28 1.45 -1.83  -0.553
C29 -6.85 -2.44 -2.97  0.215
C30 0.86 -3.40 -2.82  0.289
N2 -3.16 2.76 -0.89  0.110
C31 6.40 3.51 6.16  0.190
C32 -4.15 -2.88 -3.44  -0.259
C33 2.59 2.68 -0.37  -0.507
H21 8.99 4.69 4.32  0.477
H22 -3.10 -3.06 -3.63  0.524
C34 2.11 -6.50 -0.12  -0.672
C35 2.64 -4.87 1.57  -0.601
H23 3.56 2.48 -0.83  0.381
C36 4.59 0.44 2.45  -0.415
O5 7.71 3.19 2.81  -0.654
C37 -6.41 -3.70 -3.34  -0.571
H24 -0.39 -1.91 -5.58  0.442
H25 2.97 -0.50 3.49  0.470
H26 4.41 -0.09 1.53  0.592
H27 0.35 -6.06 -4.85  0.512
C38 1.27 -5.84 -2.36  0.532
N3 -2.52 3.89 -1.29  -0.164
O6 1.24 -6.99 -2.73  -0.654
C39 1.38 -3.04 -1.47  0.382
C40 -8.76 -0.85 -2.38  0.286
H28 1.49 1.51 -1.83  0.368
H29 3.37 0.75 5.60  0.484
C41 2.56 -6.19 1.16  -0.480
H30 5.98 4.04 8.19  0.477
S1 2.17 4.33 -0.98  -0.093
H31 3.00 -4.63 2.56  0.422
C42 -5.94 -1.39 -2.82  0.247
C43 5.04 1.83 4.81  0.242
H32 2.76 2.68 0.70  0.295
H33 2.04 0.62 -0.43  0.194
H34 6.27 1.54 1.67  0.491
C44 -9.64 1.69 -1.66  -0.558
H35 -7.56 2.25 -1.68  0.422
N4 -1.34 2.95 0.33  -0.433
C45 1.80 -4.15 -0.57  0.205
C46 0.36 -5.03 -4.52  -0.680
C47 -5.06 -3.92 -3.57  -0.659

Charge ... +1
F_max ... 0.651 eV/A
Calculated total energy ... -2880.532272 a.u.